62
Properties=species:S:1:pos:R:3:forces:R:3 method="wB97M-V/def2-TZVPD" de_lowest_kcal_mol=23.42 smiles="CCN(CC)CCN(Cc1cc2cc3c(cc2[nH]c1=O)OCO3)C(=S)NCC(C)C" orbital_gap_ev=7.72
C 1.54594 -3.23928 2.95209 -0.245 -0.032 -0.186
C 0.35722 -3.18911 2.00195 0.212 -0.017 0.015
N -0.77855 -2.42901 2.51728 0.001 -0.052 -0.023
C -1.22748 -2.81347 3.84750 -0.075 -0.173 0.145
C -1.70646 -4.26019 4.00468 0.118 0.316 -0.087
C -1.85933 -2.36701 1.53542 -0.060 0.463 -0.184
C -1.93355 -0.99276 0.85516 -0.357 -0.517 0.215
N -0.76465 -0.66449 0.06645 0.147 -0.067 0.279
C -0.79810 -0.92415 -1.35605 0.052 0.082 -0.214
C -0.96498 0.30842 -2.21448 -0.018 -0.339 -0.705
C -0.41395 0.37716 -3.45202 -0.499 -0.118 0.662
C -0.54431 1.52291 -4.28464 -0.248 0.493 0.052
C 0.05100 1.59611 -5.56006 -0.043 0.428 -0.230
C -0.10466 2.75365 -6.26480 -0.253 0.194 0.324
C -0.82861 3.84251 -5.75127 0.196 -0.524 0.038
C -1.42153 3.80227 -4.51874 0.104 0.171 -0.345
C -1.27357 2.61806 -3.78058 0.459 -0.405 -0.519
N -1.85467 2.49508 -2.55065 -0.188 0.237 0.280
C -1.80230 1.39496 -1.72211 -0.075 0.233 -0.350
O -2.44917 1.39726 -0.68638 -0.155 -0.082 0.268
O -0.82282 4.85944 -6.66207 -0.242 -0.063 0.530
C -0.06753 4.39580 -7.76145 0.299 0.617 -1.095
O 0.36514 3.07841 -7.51221 0.062 -0.368 0.181
C 0.18442 0.17760 0.54693 0.184 -0.066 0.081
S 1.17449 1.02601 -0.48737 0.753 0.398 -0.185
N 0.29433 0.26266 1.88372 -0.285 -0.118 0.004
C 1.09799 1.24060 2.56846 0.235 0.172 0.329
C 2.32984 0.64577 3.26386 0.000 0.153 -0.194
C 3.02996 1.72972 4.07852 -0.207 -0.252 -0.028
C 3.28536 0.04250 2.23994 -0.146 -0.039 0.225
H 1.35459 -3.88860 3.80259 0.019 -0.050 0.125
H 2.41044 -3.62783 2.41929 0.096 -0.034 0.003
H 1.78568 -2.24481 3.31448 0.080 0.130 0.068
H 0.66661 -2.68881 1.07972 -0.023 -0.110 -0.011
H 0.06378 -4.21941 1.73715 -0.010 0.084 -0.050
H -0.40610 -2.62847 4.54320 -0.086 0.051 0.057
H -2.04110 -2.13304 4.11616 0.092 -0.004 0.062
H -0.89433 -4.96118 3.82974 0.061 -0.127 -0.014
H -2.07821 -4.41266 5.01459 -0.048 -0.073 0.095
H -2.50987 -4.48210 3.30553 -0.087 -0.077 -0.048
H -1.73857 -3.14548 0.77092 -0.054 -0.026 0.052
H -2.82132 -2.53349 2.02622 -0.011 -0.076 -0.007
H -2.80596 -0.96610 0.19876 0.051 0.082 0.044
H -2.07945 -0.21574 1.60853 -0.039 -0.043 -0.093
H 0.13782 -1.41444 -1.64969 -0.161 0.030 -0.045
H -1.62317 -1.61756 -1.54470 0.061 0.010 0.088
H 0.18685 -0.44413 -3.81647 0.115 -0.131 0.014
H 0.61295 0.76599 -5.95257 0.094 -0.142 -0.067
H -1.97497 4.64120 -4.13103 -0.092 0.135 0.058
H -2.39137 3.27636 -2.19233 0.055 -0.223 0.033
H 0.80601 5.05139 -7.90898 -0.188 -0.171 0.122
H -0.69167 4.41499 -8.66916 0.091 -0.051 0.262
H -0.13658 -0.47949 2.43018 -0.035 -0.070 -0.043
H 1.42105 1.97416 1.82588 -0.064 -0.013 0.153
H 0.46995 1.74412 3.31344 0.050 0.012 -0.048
H 1.98953 -0.13985 3.95063 0.001 0.013 -0.001
H 3.35800 2.53553 3.42624 0.069 0.137 -0.075
H 2.36056 2.14475 4.82912 -0.032 0.101 0.108
H 3.90161 1.32059 4.58386 0.107 0.014 0.066
H 2.77969 -0.70320 1.63242 0.003 -0.088 -0.141
H 4.13233 -0.42805 2.73486 0.117 -0.076 0.058
H 3.65576 0.81790 1.57436 0.044 0.059 -0.108



72
Properties=species:S:1:pos:R:3:forces:R:3 method="wB97M-V/def2-TZVPD" spin_multiplicity=2 orbital_gap_ev="1.82 / 10.59" total_charge=-1
C 5.43554 -1.45873 -1.29093 -1.059 0.834 2.764
C 5.73049 -0.11536 -0.57430 3.504 -2.794 -0.767
O 4.69177 0.74494 -0.90417 1.938 2.349 1.759
C 3.79942 0.12204 -1.57720 -4.380 -1.835 0.632
O 2.60884 0.45003 -1.59632 2.283 -0.153 -0.983
O 4.23861 -1.07626 -1.96139 -0.326 -0.862 -2.321
H 5.11754 -2.17703 -0.53526 0.027 -0.385 -0.077
H 6.34921 -1.85409 -1.73478 -0.699 0.121 -1.298
H 6.72595 0.03863 -0.99079 -0.178 1.908 -0.362
H 6.03463 -0.36734 0.44163 -1.280 0.814 0.807
C -0.19508 0.63186 0.25554 1.688 -0.734 0.817
C -0.55075 -0.61368 -0.53250 -0.933 1.005 1.463
O -1.59617 -0.06965 -1.33200 -1.103 1.410 -0.938
C -2.06150 1.13751 -0.77142 -4.060 -0.822 -2.955
O -3.15438 1.65049 -1.10298 3.451 -1.609 0.846
O -1.25212 1.56741 0.12014 0.580 0.596 0.994
H 0.70638 0.98957 -0.24197 0.047 0.643 0.627
H -0.09399 0.38649 1.31274 0.442 0.340 -0.100
H -1.06317 -1.34017 0.09816 0.665 -0.495 -0.102
H 0.38914 -0.91226 -0.99678 -0.673 -0.518 -0.657
C -2.01313 -0.42543 -4.76983 -0.802 2.399 -1.103
C -2.57788 0.94644 -5.51128 0.206 -3.711 1.436
C -3.68952 1.56735 -4.72795 0.453 -0.166 0.440
O -3.20405 2.93887 -4.59458 -1.472 0.275 0.348
C -1.95593 3.04749 -5.12151 -0.386 4.687 -0.775
O -1.33946 4.08714 -5.38957 -1.867 -2.561 1.514
O -1.57335 1.88553 -5.44416 3.360 -2.506 -1.962
H -1.36547 -1.04891 -5.38620 -0.284 0.095 -0.143
H -2.87259 -0.95960 -4.36475 0.173 -0.197 -0.101
H -1.41967 -0.01101 -3.95488 -0.107 -0.247 0.141
H -3.00434 0.79568 -6.50299 1.044 -0.122 -0.482
H -3.82972 1.02800 -3.79118 0.125 0.837 0.518
H -4.57980 1.37442 -5.32652 -0.418 1.249 0.226
C 3.65494 1.27823 2.62914 0.198 1.373 -0.641
C 3.46198 2.74823 2.09890 0.183 -2.238 0.121
C 2.02295 3.09496 1.64837 2.304 -0.774 -0.612
O 1.95349 4.45280 2.03014 -0.901 1.351 -0.044
C 2.92938 4.80482 2.89239 0.358 1.423 1.959
O 3.06133 5.90084 3.46663 -0.483 -3.707 -2.196
O 3.69743 3.69614 3.10111 0.240 1.780 1.485
H 3.00465 1.13353 3.49185 0.059 -0.314 -0.111
H 4.69677 1.05893 2.86282 0.039 0.443 0.474
H 3.49823 0.55596 1.82797 -0.742 0.059 -0.039
H 4.24751 2.95943 1.37335 -0.410 -0.198 -0.671
H 1.28135 2.43303 2.09556 -0.173 0.464 0.241
H 2.04547 2.98223 0.56445 -0.650 0.292 -0.018
C -7.49299 1.97527 0.60894 -1.171 -1.633 -0.876
C -7.54573 0.46299 0.12012 0.348 0.946 0.848
C -6.16990 -0.22966 0.12930 -0.154 0.425 -0.859
O -6.18799 -1.06059 1.25965 0.229 -0.241 1.680
C -7.43166 -1.21344 1.67150 -3.532 -1.964 -0.589
O -7.94733 -2.08648 2.32986 1.895 0.849 0.389
O -8.31673 -0.40710 0.98963 1.403 1.210 -0.453
H -7.70968 2.09429 1.67053 0.734 -0.184 0.094
H -8.36032 2.43452 0.13466 0.166 0.363 -0.146
H -6.57414 2.41508 0.22116 -0.090 0.213 0.408
H -7.99744 0.45285 -0.87183 0.023 -0.193 0.098
H -5.34661 0.48037 0.20779 0.046 -0.215 -0.213
H -6.05805 -0.93647 -0.69289 0.200 0.459 -0.420
C 5.16923 -4.61808 3.30250 -1.816 0.441 -1.027
C 3.65361 -4.51763 2.79027 2.918 -1.471 0.070
C 2.60581 -4.56065 3.85799 -1.171 -0.787 1.901
O 1.76707 -3.49874 3.56003 -1.061 2.620 -0.683
C 2.23306 -2.81936 2.50546 -2.367 1.128 -3.544
O 1.56978 -2.03864 1.79187 1.803 -1.419 2.788
O 3.39848 -3.32193 2.08036 -0.039 0.727 0.493
H 5.35661 -3.78698 3.98241 0.047 -0.380 0.382
H 5.88796 -4.50941 2.49027 -0.269 0.098 -0.304
H 5.31529 -5.62848 3.68440 0.003 0.126 0.563
H 3.47395 -5.31263 2.06653 0.131 -0.173 0.046
H 2.84049 -4.45951 4.91761 1.126 0.193 -0.103
H 1.87609 -5.36874 3.90890 0.621 -0.936 -0.695



58
Properties=species:S:1:pos:R:3:forces:R:3 method="wB97M-V/def2-TZVPD" de_lowest_kcal_mol=2.49 smiles="CCCCP(=O)(CCCC)CCP(=O)(c1ccccc1)c1ccccc1" orbital_gap_ev=10.21
C 3.04543 1.33979 -1.99438 0.037 0.211 0.147
C 2.64299 2.16288 -0.77669 -0.175 -0.150 -0.130
C 1.55551 1.48591 0.05470 0.105 0.251 0.045
C 1.99389 0.15355 0.64614 -0.372 -0.111 0.477
P 0.84729 -0.36328 1.99025 0.619 -1.800 -0.765
O 0.33694 0.76336 2.78688 -0.320 0.804 0.571
C 1.77920 -1.65222 2.92857 -0.261 0.483 -0.282
C 2.77608 -1.02199 3.89767 -0.163 -0.016 0.172
C 2.10082 -0.56256 5.18684 0.252 0.125 0.003
C 3.08958 0.10475 6.13407 -0.208 -0.131 -0.079
C -0.52999 -1.33018 1.22834 0.511 0.127 0.369
C -1.43389 -0.38438 0.45184 -0.086 0.264 -0.663
P -1.11496 -0.57600 -1.36288 -1.635 0.638 0.527
O 0.17210 -1.20271 -1.69182 0.964 -0.400 -0.252
C -1.35361 1.05937 -2.12989 0.094 -0.472 0.151
C -0.69049 1.26845 -3.33192 0.067 -0.089 -0.023
C -0.81955 2.47299 -3.99790 0.006 0.039 -0.067
C -1.62023 3.47020 -3.46495 -0.004 0.042 -0.014
C -2.28939 3.26069 -2.26998 -0.110 0.122 0.031
C -2.16059 2.05672 -1.60042 0.052 -0.068 0.036
C -2.52736 -1.55824 -1.96491 0.406 0.162 0.084
C -2.25593 -2.79677 -2.52628 0.148 0.011 0.035
C -3.29016 -3.58710 -2.99565 -0.110 -0.082 -0.044
C -4.59613 -3.13506 -2.90733 -0.002 -0.063 -0.036
C -4.86827 -1.89308 -2.35376 -0.141 0.066 0.033
C -3.83682 -1.10289 -1.88234 0.050 -0.039 0.014
H 3.72368 1.90603 -2.62917 0.085 -0.020 -0.101
H 3.54460 0.42170 -1.69637 0.047 -0.150 -0.042
H 2.16490 1.07625 -2.57476 -0.080 -0.094 -0.112
H 3.52008 2.34569 -0.15053 0.000 0.084 0.050
H 2.26638 3.13323 -1.11000 0.052 0.046 0.054
H 0.67939 1.32383 -0.58005 0.062 0.141 0.064
H 1.26069 2.14849 0.87348 -0.078 -0.018 -0.081
H 2.03351 -0.62477 -0.11388 0.014 -0.129 -0.008
H 2.98339 0.25669 1.10283 0.021 -0.037 0.024
H 1.05931 -2.26602 3.47600 -0.016 -0.035 -0.047
H 2.28572 -2.29077 2.20263 -0.070 -0.034 -0.115
H 3.56403 -1.74238 4.13769 0.032 0.067 -0.047
H 3.24897 -0.15866 3.42093 0.161 -0.009 0.042
H 1.64879 -1.42562 5.68262 -0.069 -0.035 -0.027
H 1.30426 0.13655 4.93389 -0.095 -0.040 0.010
H 3.52531 0.98600 5.66898 0.083 0.117 -0.011
H 2.59123 0.41236 7.05003 0.032 0.068 0.122
H 3.89509 -0.58001 6.39425 0.121 -0.023 0.065
H -0.13729 -2.11880 0.58552 0.117 -0.084 0.095
H -1.06899 -1.79204 2.06059 0.070 0.049 -0.041
H -1.23398 0.64443 0.76648 -0.169 0.021 -0.090
H -2.48910 -0.59445 0.64008 0.046 0.066 -0.063
H -0.06882 0.47559 -3.72398 0.088 -0.016 -0.069
H -0.29757 2.63579 -4.92932 0.042 0.008 -0.067
H -1.72253 4.41371 -3.98049 -0.008 0.076 -0.034
H -2.91229 4.04030 -1.85633 -0.039 0.060 0.031
H -2.67672 1.90184 -0.66419 -0.049 0.028 0.121
H -1.22755 -3.12241 -2.58856 0.082 -0.050 -0.024
H -3.07923 -4.55310 -3.43048 0.018 -0.067 -0.033
H -5.40599 -3.74899 -3.27322 -0.063 -0.044 -0.030
H -5.88797 -1.54165 -2.29175 -0.072 0.025 0.001
H -4.04373 -0.13101 -1.45711 -0.090 0.101 0.024



63
Properties=species:S:1:pos:R:3:forces:R:3 method="wB97M-V/def2-TZVPD" de_lowest_kcal_mol=0.00 spin_multiplicity=3 orbital_gap_ev="9.33 / 4.63" total_charge=+3
Au -0.43475 -1.10347 -1.35787 -0.582 0.118 0.194
C -6.71522 -4.10325 0.85912 -1.200 0.690 0.071
S -5.10549 -3.35683 0.79988 1.009 -1.270 0.435
C -5.05459 -2.14566 2.04725 -1.282 0.387 1.484
O -4.06769 -4.38457 1.13681 -0.541 0.510 -0.609
H -7.49369 -3.32819 0.57458 0.997 -0.875 0.055
H -6.91917 -4.40256 1.90872 0.283 -0.119 -0.634
H -6.66581 -4.93015 0.13691 -0.232 0.157 0.345
H -5.95065 -1.52535 1.84046 0.554 -0.032 0.301
H -4.14220 -1.56502 2.05391 0.201 0.042 -0.338
H -5.17066 -2.66636 3.04195 0.039 0.441 -1.020
C 2.71796 3.08055 -2.65853 -0.272 0.491 0.195
C 1.70440 2.17764 -1.90398 -1.084 1.239 0.074
N 1.38509 0.98645 -2.67589 0.375 -0.222 1.200
C 2.55601 0.11461 -2.61782 0.161 0.021 -0.555
C 3.79471 0.90042 -3.13886 -0.202 -0.332 0.378
N 3.30478 2.20533 -3.70440 0.609 -0.144 -1.274
C 2.26234 1.97355 -4.78537 -0.167 -0.177 0.526
C 1.04860 1.35826 -4.01291 -0.221 -0.189 -1.562
H 3.53428 3.46045 -2.01619 -0.477 -0.167 -0.319
H 2.23051 3.92766 -3.19923 0.433 -0.585 0.577
H 0.76208 2.73936 -1.73497 0.576 -0.176 -0.062
H 2.08492 1.90127 -0.93399 0.180 -0.198 0.314
H 2.34989 -0.80115 -3.18857 0.210 0.248 0.111
H 2.75512 -0.12616 -1.57416 -0.190 -0.251 -0.079
H 4.36096 0.35316 -3.90254 -0.070 0.343 0.217
H 4.41358 1.15724 -2.27495 0.267 -0.027 -0.378
H 4.10277 2.68094 -4.13483 -0.108 -0.056 0.091
H 2.64708 1.26683 -5.52876 0.184 0.334 0.192
H 2.05094 2.95357 -5.24240 0.056 -0.509 0.104
H 0.70447 0.46478 -4.55265 0.046 0.302 0.078
H 0.23794 2.07879 -4.00068 -0.207 0.029 0.109
C -2.43256 -2.38731 -3.44823 0.439 1.143 0.558
C -0.99721 -1.93158 -3.16667 0.202 -0.492 -0.416
O -0.08010 -2.07778 -3.90416 -0.131 0.213 0.199
H -2.40968 -2.96643 -4.36441 -0.270 -0.058 -0.051
H -2.99173 -1.42736 -3.53739 0.100 -0.784 -0.107
H -2.79967 -2.93422 -2.57431 0.035 0.049 -0.311
N -0.65622 -0.77078 0.69924 0.175 -0.639 -0.021
S -0.38969 0.61229 1.47212 0.755 0.984 -0.643
C -0.77437 0.35886 3.13879 -0.069 -0.783 2.409
C -1.74983 1.16682 3.75397 -0.207 0.310 -1.111
C -2.06339 1.01381 5.08778 -0.038 -0.261 0.902
C -1.44119 0.01519 5.84281 -0.504 0.817 -0.484
C -0.49916 -0.80243 5.26110 0.433 -0.358 -0.449
C -0.11582 -0.62644 3.93598 -0.625 0.415 -0.799
C 1.40341 0.87646 1.60197 -0.193 0.534 0.276
C 2.31256 -0.03288 1.13234 0.518 -0.339 0.142
C 3.69508 0.18894 1.34818 -1.405 -0.576 -0.368
C 4.12483 1.30388 2.01779 0.121 -0.120 -0.238
C 3.18630 2.23183 2.43507 0.275 0.828 0.655
C 1.83815 2.04428 2.23627 -0.666 -0.143 0.033
H -0.31857 -1.54982 1.25975 -0.026 -0.102 -0.093
H -2.30786 1.91100 3.17023 0.424 -0.236 0.150
H -2.79665 1.65116 5.59314 0.253 -0.157 -0.463
H -1.71359 -0.09706 6.87501 -0.003 -0.126 0.293
H -0.06986 -1.59761 5.84952 0.252 -0.051 -0.009
H 0.63560 -1.28291 3.49427 -0.066 0.229 0.146
H 1.92948 -0.94161 0.68031 0.325 -0.071 -0.117
H 4.37087 -0.56813 1.02586 0.528 -0.389 -0.181
H 5.18019 1.43149 2.21495 -0.025 0.139 0.059
H 3.54088 3.09784 2.98823 -0.206 -0.013 -0.139
H 1.10124 2.74834 2.62047 0.254 0.011 -0.047